Record 1
{"formula": "C10H8N4", "method": "ωB97M-V with the def2-TZVPD basis set", "relative_energy_kj_mol": 292.3, "spin_multiplicity": 1, "e_lumo_ev": -0.51, "smiles": "C=C1C=CC=C[C@]1(C#N)n1cncn1", "homo_lumo_gap_ev": 8.76, "symbols": ["C", "C", "C", "C", "C", "C", "C", "C", "N", "N", "C", "N", "C", "N", "H", "H", "H", "H", "H", "H", "H", "H"], "xyz": [[-0.7040, 2.3432, 0.2688], [-0.8445, 1.1737, -0.2950], [-2.1394, 0.5758, -0.8099], [-2.1982, -0.6700, -1.2936], [-1.0795, -1.5617, -1.6142], [0.1904, -1.1767, -1.4226], [0.5476, 0.0536, -0.5681], [1.6071, 0.8131, -1.2121], [2.4360, 1.5611, -1.4893], [0.9858, -0.2739, 0.7970], [1.0182, -1.5147, 1.2904], [1.5062, -1.5003, 2.5275], [1.7160, -0.1751, 2.7070], [1.5258, 0.5884, 1.6279], [0.3294, 2.8112, 0.3959], [-1.5094, 2.9765, 0.5011], [-2.9871, 1.1452, -0.5381], [-3.1877, -0.9453, -1.4537], [-1.1917, -2.4918, -2.0532], [1.0105, -1.6994, -1.7351], [0.6818, -2.3189, 0.8112], [2.2867, 0.2863, 3.5579]], "lowdin_charge": [0.0501, -0.1288, -0.0346, -0.0716, -0.0360, -0.0261, -0.2392, -0.1775, 0.1908, -0.1052, -0.1303, 0.0929, -0.2092, 0.1113, 0.1000, 0.0535, 0.0973, 0.0805, 0.0881, 0.0883, 0.0847, 0.1211]}

***

Record 2
{"formula": "C3H8O3", "method": "ωB97M-V with the def2-TZVPD basis set", "relative_energy_kj_mol": 491.6, "spin_multiplicity": 1, "e_lumo_ev": 0.26, "smiles": "CO[C@H](C)OO", "homo_lumo_gap_ev": 10.16, "symbols": ["C", "O", "C", "C", "O", "O", "H", "H", "H", "H", "H", "H", "H", "H"], "xyz": [[-2.0096, 0.8787, -0.0458], [-1.2056, -0.2742, 0.1165], [0.3446, -0.0523, -0.1941], [0.9387, -1.4347, -0.2949], [0.5121, 0.5965, 1.0064], [2.0008, 1.0504, 0.5392], [-2.0886, 1.4194, 0.9020], [-3.0072, 0.5510, -0.3583], [-1.6253, 1.5590, -0.8137], [0.4025, 0.5538, -1.1008], [1.9719, -1.3817, -0.6457], [0.9335, -1.9293, 0.6798], [0.3486, -2.0479, -0.9801], [2.4836, 0.5115, 1.1895]], "lowdin_charge": [-0.1323, -0.1770, -0.3969, -0.0214, -0.0102, -0.0152, 0.0811, 0.0846, 0.0840, 0.1482, 0.0819, 0.0939, 0.0903, 0.0889]}

***

Record 3
{"formula": "C5H7NO2S", "method": "ωB97M-V with the def2-TZVPD basis set", "relative_energy_kj_mol": 242.4, "spin_multiplicity": 1, "e_lumo_ev": -0.09, "smiles": "C=C(C)S(=O)(=O)CC#N", "homo_lumo_gap_ev": 10.57, "symbols": ["C", "C", "C", "S", "O", "O", "C", "C", "N", "H", "H", "H", "H", "H", "H", "H"], "xyz": [[-1.5510, 0.6987, 1.2510], [-1.0892, 0.6033, 0.0222], [-1.6970, -0.0506, -1.1432], [0.7513, 0.7651, -0.1661], [1.1612, 0.9920, -1.5562], [1.3039, 1.5869, 0.8966], [1.3464, -0.9839, 0.3873], [2.7228, -0.9293, 0.0773], [3.8550, -0.9174, -0.0551], [-0.9707, 0.8484, 2.0860], [-2.5789, 0.7501, 1.3477], [-2.7597, -0.0508, -1.1477], [-1.3330, 0.5907, -1.9590], [-1.3323, -1.0253, -1.2923], [1.2817, -1.0315, 1.4176], [0.8896, -1.8466, -0.1662]], "lowdin_charge": [0.0727, -0.3781, -0.0774, 0.7424, -0.3101, -0.3170, -0.1715, -0.3176, 0.1860, 0.0535, 0.0623, 0.0839, 0.0896, 0.0728, 0.0780, 0.1303]}

***

Record 4
{"formula": "C31H32F4N7SY", "method": "ωB97M-V with the def2-TZVPD basis set", "relative_energy_kj_mol": 46.5, "spin_multiplicity": 1, "e_lumo_ev": -0.53, "homo_lumo_gap_ev": 6.78, "symbols": ["Y", "C", "C", "N", "N", "C", "N", "S", "C", "C", "C", "C", "C", "N", "H", "H", "H", "H", "H", "H", "H", "H", "H", "H", "C", "C", "N", "C", "C", "C", "C", "N", "C", "C", "F", "C", "F", "C", "C", "F", "C", "F", "H", "H", "H", "H", "H", "H", "H", "H", "H", "H", "H", "H", "H", "H", "H", "C", "C", "C", "C", "C", "C", "C", "C", "C", "C", "H", "H", "H", "H", "H", "H", "H", "N", "C"], "xyz": [[0.6036, 0.3686, -0.1072], [1.3010, -4.3515, -1.0053], [1.6146, -2.9079, -0.7902], [1.0037, -1.9601, -1.3884], [0.0699, -2.2801, -2.3254], [-0.3013, -1.3072, -3.2009], [-1.3114, -1.6699, -4.0163], [0.4563, 0.1756, -3.2976], [2.7357, -2.4369, 0.0801], [3.4658, -3.2962, 0.8814], [4.5552, -2.7818, 1.5762], [4.8728, -1.4488, 1.4334], [4.0556, -0.6573, 0.6371], [3.0082, -1.1323, -0.0215], [1.3499, -4.5900, -2.0711], [1.9828, -5.0193, -0.4909], [0.2893, -4.5691, -0.6472], [-0.3539, -3.1947, -2.3346], [-1.9544, -2.3882, -3.7233], [-1.6762, -0.9510, -4.6169], [3.1983, -4.3378, 0.9716], [5.1427, -3.4242, 2.2186], [5.7088, -1.0054, 1.9545], [4.2352, 0.4063, 0.5471], [-0.7386, 3.7829, 3.0780], [-0.0306, 2.7360, 2.2286], [-0.9164, 1.8223, 1.4541], [-1.9008, 1.1401, 2.3330], [-1.3369, 0.3104, 3.4638], [-1.7149, 2.5864, 0.4806], [-0.8724, 3.3466, -0.5238], [0.2806, 2.5425, -0.8969], [1.1100, 3.0551, -1.8546], [2.3651, 2.4475, -1.9949], [2.6280, 1.4233, -1.1241], [3.3225, 2.7929, -2.9116], [4.4788, 2.1116, -2.9251], [3.1024, 3.8277, -3.8011], [1.8808, 4.4602, -3.6969], [1.5888, 5.4718, -4.5301], [0.9124, 4.0993, -2.7757], [-0.2480, 4.7887, -2.8047], [0.0054, 4.4624, 3.4963], [-1.4452, 4.3920, 2.5128], [-1.2754, 3.3375, 3.9168], [0.6328, 3.2155, 1.5084], [0.6052, 2.1227, 2.8586], [-2.5707, 1.9031, 2.7531], [-2.5186, 0.5263, 1.6755], [-0.7037, 0.8887, 4.1375], [-2.1698, -0.0879, 4.0469], [-0.7435, -0.5324, 3.1201], [-2.3558, 1.8699, -0.0272], [-2.3868, 3.2844, 0.9972], [-1.5295, 3.5860, -1.3639], [-0.5560, 4.3135, -0.1077], [3.8371, 4.1190, -4.5352], [-3.0128, -3.9108, 1.9499], [-1.6484, -3.5388, 2.0145], [-1.1895, -2.5090, 1.2439], [-2.0401, -1.7859, 0.3576], [-1.5172, -0.7249, -0.4607], [-2.4176, -0.1363, -1.3173], [-3.8023, -0.4561, -1.3431], [-4.2824, -1.4550, -0.5486], [-3.4033, -2.1683, 0.3111], [-3.8643, -3.2376, 1.1240], [-3.3824, -4.7227, 2.5636], [-0.9783, -4.0555, 2.6902], [-0.1447, -2.2195, 1.3294], [-2.0773, 0.6540, -1.9848], [-4.4764, 0.0848, -1.9981], [-5.3338, -1.7213, -0.5592], [-4.9128, -3.5106, 1.0767], [2.1029, -0.0783, 3.0618], [1.5922, 0.1049, 2.0379]], "lowdin_charge": [1.3753, -0.0027, -0.2507, 0.0011, -0.0121, -0.8699, 0.1137, 0.7377, -0.2308, -0.0018, -0.0410, -0.0401, -0.1423, 0.0478, 0.0964, 0.0705, 0.0934, 0.1417, 0.1109, 0.0988, 0.1033, 0.1131, 0.1123, 0.1133, -0.0717, -0.2539, -0.2223, -0.2390, -0.0760, -0.2075, -0.2240, -0.1110, -0.2366, -0.2048, -0.0286, -0.2290, 0.0901, 0.0572, -0.2189, 0.0880, -0.1404, 0.0727, 0.0805, 0.0683, 0.0700, 0.1052, 0.0663, 0.1139, 0.1043, 0.0709, 0.0836, 0.0360, 0.0893, 0.1182, 0.1161, 0.1212, 0.1314, -0.0896, -0.0849, -0.0802, -0.2149, -0.2254, -0.2029, -0.0854, -0.0522, -0.1806, -0.0443, 0.0987, 0.1021, 0.0807, 0.0693, 0.0994, 0.1055, 0.1084, 0.0049, -0.3657]}

***

Record 5
{"formula": "H2N2O3", "method": "ωB97M-V with the def2-TZVPD basis set", "relative_energy_kj_mol": 188.6, "spin_multiplicity": 1, "e_lumo_ev": [-0.78, 0.05], "homo_lumo_gap_ev": [8.70, 9.77], "symbols": ["N", "N", "O", "O", "O", "H", "H"], "xyz": [[1.0339, -0.7364, -0.1548], [-1.3070, 0.0489, -0.1389], [-2.0439, -0.8127, 0.1489], [-1.2113, 1.2183, -0.1332], [1.4293, 0.5061, 0.2237], [0.6335, -1.0767, 0.7746], [1.4656, 0.8526, -0.7203]], "lowdin_charge": [-0.0008, -0.2803, 0.1195, 0.1116, -0.1371, 0.0659, 0.1212]}

***

Record 6
{"formula": "C33H35Ge2N4O6Ti", "method": "ωB97M-V with the def2-TZVPD basis set", "relative_energy_kj_mol": 11.3, "spin_multiplicity": 2, "e_lumo_ev": [-0.10, -0.06], "homo_lumo_gap_ev": [6.37, 6.38], "symbols": ["Ti", "O", "C", "C", "C", "N", "C", "C", "C", "O", "O", "C", "O", "O", "H", "H", "H", "O", "C", "C", "C", "C", "C", "C", "N", "H", "H", "H", "H", "H", "H", "H", "C", "Ge", "C", "C", "Ge", "C", "C", "C", "C", "C", "C", "C", "C", "C", "C", "C", "C", "H", "H", "H", "H", "H", "H", "H", "H", "H", "H", "H", "H", "H", "H", "H", "H", "H", "H", "H", "N", "C", "C", "C", "N", "C", "C", "H", "H", "H", "H", "H", "H"], "xyz": [[0.2913, 0.3605, 1.5940], [-3.2697, 4.4152, 4.4054], [-2.4556, 3.5702, 3.7441], [-1.7349, 3.9477, 2.6073], [-0.9521, 2.9971, 2.0030], [-0.8862, 1.7604, 2.4660], [-1.5075, 1.4101, 3.5925], [-2.3267, 2.2864, 4.2618], [-1.1478, -0.0112, 4.0359], [-1.7874, -0.5795, 4.8837], [-0.0953, -0.4562, 3.3837], [0.0094, 3.2306, 0.8315], [0.1155, 4.3164, 0.3187], [0.6417, 2.1304, 0.5527], [-3.2698, 5.2817, 3.9830], [-1.7560, 4.9529, 2.2029], [-2.8335, 1.9874, 5.1691], [2.0692, 1.3897, 2.6127], [3.1848, 0.5164, 2.8094], [2.9068, -0.9052, 2.3790], [3.6824, -1.9483, 2.8710], [3.4268, -3.2292, 2.4333], [2.4209, -3.4380, 1.5062], [1.7054, -2.3407, 1.0663], [1.9275, -1.0971, 1.5007], [2.0891, 1.7728, 1.7100], [3.4219, 0.5324, 3.8701], [4.0490, 0.8982, 2.2648], [4.4640, -1.7403, 3.5905], [4.0070, -4.0630, 2.8117], [2.1884, -4.4203, 1.1187], [0.9251, -2.4334, 0.3227], [-0.3692, -3.4888, -2.2121], [0.8869, -1.9913, -2.5008], [0.7606, -1.4900, -4.3837], [2.6954, -2.7378, -2.3160], [0.5325, 0.0121, -1.1372], [2.1005, 0.9519, -1.9101], [2.0530, 1.8391, -2.9874], [3.2042, 2.4450, -3.4843], [4.4420, 2.1760, -2.9165], [4.5185, 1.2912, -1.8478], [3.3616, 0.6951, -1.3573], [-1.0669, 0.7704, -2.0216], [-2.0976, -0.0658, -2.4699], [-3.2763, 0.4415, -3.0053], [-3.4591, 1.8161, -3.1029], [-2.4543, 2.6686, -2.6633], [-1.2749, 2.1518, -2.1314], [0.1745, -4.4310, -2.0983], [-1.0341, -3.5896, -3.0735], [-0.9908, -3.3430, -1.3236], [0.9796, -2.3361, -5.0407], [1.4782, -0.6922, -4.5867], [-0.2412, -1.1184, -4.6093], [2.7715, -3.6607, -2.8987], [2.9601, -2.9635, -1.2816], [3.4258, -2.0235, -2.7041], [1.1025, 2.0650, -3.4587], [3.1333, 3.1299, -4.3216], [5.3371, 2.6479, -3.3031], [5.4805, 1.0626, -1.4024], [3.4522, -0.0044, -0.5292], [-1.9891, -1.1442, -2.3916], [-4.0509, -0.2349, -3.3501], [-4.3721, 2.2177, -3.5259], [-2.5839, 3.7426, -2.7367], [-0.5104, 2.8467, -1.7965], [-5.2881, -2.5138, 0.9840], [-4.0631, -1.9102, 1.0401], [-2.9269, -2.6009, 1.4707], [-1.7127, -1.9607, 1.4677], [-1.5232, -0.6937, 1.0721], [-2.6262, -0.0423, 0.6698], [-3.8862, -0.5900, 0.6313], [-5.4195, -3.3786, 1.4779], [-6.1059, -1.9365, 0.9013], [-2.9902, -3.6250, 1.8153], [-0.8399, -2.4864, 1.8297], [-2.4845, 0.9790, 0.3391], [-4.7169, 0.0091, 0.2788]], "lowdin_charge": [0.8790, 0.0903, -0.2730, 0.0880, -0.1397, 0.0308, -0.1330, 0.0945, -0.5455, 0.1030, -0.1374, -0.5523, 0.1015, -0.2245, 0.1183, 0.1359, 0.1408, -0.0894, -0.1288, -0.2381, 0.0018, -0.0367, -0.0329, -0.1526, 0.0027, 0.0818, 0.1353, 0.1406, 0.1236, 0.1168, 0.1178, 0.0581, -0.2634, 0.6693, -0.2496, -0.2486, 0.8474, -0.3598, -0.1087, -0.0889, -0.1053, -0.1012, -0.1467, -0.3607, -0.1530, -0.0993, -0.1042, -0.0847, -0.1207, 0.0089, 0.0134, -0.0117, 0.0175, 0.0111, 0.0096, 0.0176, -0.0123, 0.0140, 0.0921, 0.0987, 0.0950, 0.0946, 0.0799, 0.0798, 0.0987, 0.0946, 0.1010, 0.0884, 0.1298, -0.3062, 0.0089, -0.1211, -0.0605, -0.1193, 0.0076, 0.1009, 0.1012, 0.1186, 0.1093, 0.1200, 0.1210]}

***

What did the third record say?
{"formula": "C5H7NO2S", "method": "ωB97M-V with the def2-TZVPD basis set", "relative_energy_kj_mol": 242.4, "spin_multiplicity": 1, "e_lumo_ev": -0.09, "smiles": "C=C(C)S(=O)(=O)CC#N", "homo_lumo_gap_ev": 10.57, "symbols": ["C", "C", "C", "S", "O", "O", "C", "C", "N", "H", "H", "H", "H", "H", "H", "H"], "xyz": [[-1.5510, 0.6987, 1.2510], [-1.0892, 0.6033, 0.0222], [-1.6970, -0.0506, -1.1432], [0.7513, 0.7651, -0.1661], [1.1612, 0.9920, -1.5562], [1.3039, 1.5869, 0.8966], [1.3464, -0.9839, 0.3873], [2.7228, -0.9293, 0.0773], [3.8550, -0.9174, -0.0551], [-0.9707, 0.8484, 2.0860], [-2.5789, 0.7501, 1.3477], [-2.7597, -0.0508, -1.1477], [-1.3330, 0.5907, -1.9590], [-1.3323, -1.0253, -1.2923], [1.2817, -1.0315, 1.4176], [0.8896, -1.8466, -0.1662]], "lowdin_charge": [0.0727, -0.3781, -0.0774, 0.7424, -0.3101, -0.3170, -0.1715, -0.3176, 0.1860, 0.0535, 0.0623, 0.0839, 0.0896, 0.0728, 0.0780, 0.1303]}